P.
The following is a quantum chemistry calculation of a cluster of 2 separate species, C3H3ClNO in total, from OMol25.

```
9
Properties=species:S:1:pos:R:3:mulliken_charge:R:1
C -1.334 1.788 0.938 -0.70
C -1.356 2.382 -0.110 -0.16
C 1.245 -0.725 0.089 0.43
N 1.084 -1.828 -0.313 0.33
O 1.247 -3.011 -0.787 -0.31
Cl 1.327 0.682 0.706 0.07
H -1.558 1.083 1.722 0.43
H -1.082 2.985 -0.877 0.44
H 0.427 -3.356 -1.367 0.46
```

Output
- Kohn-Sham gap: 9.6 eV
- Spin multiplicity: 1
- Molecular weight: 104.52 g/mol
- Net charge: +1



Q.
The following is a quantum chemistry calculation of the ion C3H3ClNO with charge +1, from OMol25.

```
9
Properties=species:S:1:pos:R:3:mulliken_charge:R:1
C 0.300 -0.275 -0.209 -0.30
C -0.498 0.370 -0.962 -0.09
C 0.978 0.462 0.951 0.22
N 0.605 1.819 0.524 0.22
O 1.352 2.702 0.409 -0.19
Cl 2.696 0.199 1.277 -0.04
H 0.523 -1.337 -0.281 0.42
H -1.199 0.757 -1.660 0.44
H 0.405 0.226 1.860 0.31
```

Output
- Kohn-Sham gap (spin up / spin down): 7.7 / 7.7 eV
- Spin multiplicity: 1
- Molecular weight: 104.52 g/mol
- Net charge: +1



Q takes first place; second place is 0.0196 hartree up.



P.
The following is a quantum chemistry calculation of a cluster of 4 separate species, CH10NO3 in total, from OMol25.

```
15
Properties=species:S:1:pos:R:3:mulliken_charge:R:1
C 0.688 0.655 -1.778 -0.09
N 0.059 1.601 -1.157 -0.20
H 1.031 0.776 -2.763 0.40
H 1.064 -0.169 -1.158 0.18
H -0.384 1.529 -0.173 0.36
H 0.242 2.606 -1.518 0.29
H 0.945 -1.487 2.712 0.31
H -0.061 -1.265 3.707 0.31
O 0.263 -0.869 2.926 -0.63
H 0.501 -2.275 -1.590 0.35
H -1.136 -2.155 -1.788 0.30
O -0.269 -1.628 -1.639 -0.64
H -0.464 -0.107 1.438 0.38
H -1.456 1.102 1.410 0.34
O -0.596 0.786 1.025 -0.65
```

Output
- Kohn-Sham gap: 11.5 eV
- Spin multiplicity: 1
- Molecular weight: 84.09 g/mol
- Net charge: +1



Q.
The following is a quantum chemistry calculation of a cluster of 4 separate species, CH10NO3 in total, from OMol25.

```
15
Properties=species:S:1:pos:R:3:mulliken_charge:R:1
C -1.315 0.028 -1.357 -0.05
N -1.311 1.316 -1.138 -0.25
H -0.584 -0.810 -0.907 0.32
H -1.960 -0.450 -2.150 0.34
H -1.827 1.962 -1.710 0.29
H -0.391 1.719 -0.664 0.33
H 2.098 -0.432 -1.786 0.30
H 1.697 -0.557 -0.439 0.29
O 1.426 -0.116 -1.246 -0.58
H 1.224 0.504 2.861 0.28
H 2.143 -0.646 2.540 0.34
O 1.253 -0.228 2.238 -0.60
H -0.096 -1.175 1.492 0.36
H -1.575 -0.444 1.346 0.24
O -0.783 -0.670 0.920 -0.60
```

Output
- Kohn-Sham gap: 10.7 eV
- Spin multiplicity: 1
- Molecular weight: 84.09 g/mol
- Net charge: +1



P takes first place; second place is 0.0232 hartree up.



P.
The following is a quantum chemistry calculation of a structure of composition C8H18O2, from OMol25.

```
28
Properties=species:S:1:pos:R:3:mulliken_charge:R:1
C -1.315 -0.223 1.074 1.13
C -1.176 0.462 2.415 -1.51
C -1.369 -1.730 1.194 -1.59
O -2.388 0.240 0.296 -0.53
H -2.748 1.050 0.675 0.34
H -0.309 -0.273 0.011 -0.48
H -1.197 1.549 2.316 0.41
H -0.249 0.163 2.902 0.36
H -2.007 0.178 3.068 0.44
H -2.129 -2.035 1.918 0.45
H -1.621 -2.186 0.236 0.37
H -0.388 -2.088 1.506 0.29
C 0.811 -0.546 -1.348 0.44
C 0.851 1.778 0.184 -1.63
C 0.022 0.188 -2.415 -1.31
C 2.297 -0.616 -1.632 -1.46
C 0.838 0.286 0.398 1.37
O 1.543 -0.292 1.213 -0.68
H 0.428 -1.558 -1.190 0.37
H -0.061 2.118 -0.305 0.33
H 1.703 2.058 -0.436 0.34
H 0.963 2.277 1.146 0.43
H 0.114 -0.331 -3.375 0.43
H -1.039 0.237 -2.169 0.33
H 0.395 1.204 -2.553 0.27
H 2.836 -1.057 -0.793 0.37
H 2.713 0.377 -1.817 0.30
H 2.485 -1.229 -2.518 0.43
```

Output
- Kohn-Sham gap: 8.4 eV
- Spin multiplicity: 1
- Molecular weight: 146.23 g/mol
- Net charge: 0



Q.
The following is a quantum chemistry calculation of a structure of composition C8H18O2, from OMol25.

```
28
Properties=species:S:1:pos:R:3:mulliken_charge:R:1
C 1.256 -0.661 -0.294 0.79
C 2.185 0.648 0.603 -0.75
C 2.276 -1.544 -0.974 -1.63
C 3.429 0.224 1.365 -1.21
O 0.419 -1.240 0.617 -0.72
H 1.245 -0.445 1.085 0.09
H 0.707 -0.082 -1.046 0.29
H 2.425 1.249 -0.273 0.51
H 1.518 1.268 1.215 0.45
H 1.714 -2.289 -1.543 0.46
H 2.886 -0.960 -1.665 0.32
H 2.896 -2.054 -0.242 0.31
H 3.170 -0.453 2.182 0.37
H 4.148 -0.284 0.723 0.31
H 3.919 1.090 1.815 0.39
C -2.298 0.234 -0.466 1.14
C -3.326 0.965 -1.347 -1.59
C -2.969 -0.697 0.542 -1.55
C -1.425 1.262 0.216 -0.17
O -0.591 1.942 -0.339 -0.51
H -1.634 -0.337 -1.118 0.07
H -1.752 1.534 1.240 0.38
H -3.953 0.236 -1.864 0.41
H -3.569 -1.454 0.036 0.40
H -2.216 -1.193 1.153 0.32
H -2.828 1.597 -2.083 0.37
H -3.989 1.584 -0.738 0.37
H -3.643 -0.142 1.200 0.38
```

Output
- Kohn-Sham gap: 10.3 eV
- Spin multiplicity: 1
- Molecular weight: 146.23 g/mol
- Net charge: 0



P takes first place; second place is 0.0082 hartree up.